Here is C29H41BN6OsS4 as an isolated structure at a distorted geometry from the OMol25 dataset. Energies are from wB97M-V/def2-TZVPD.

Summary:
HOMO level (alpha / beta): -0.37624 / -0.37846 Ha
net charge: +1
energy above the lowest of the compared OMol25 structures with the same formula, charge and spin: 8.94 kcal/mol
E_tot: -86162.6992 eV
multiplicity: 2
LUMO energy (alpha / beta): -0.1362 / -0.1438 Eh

```
82
C29H41BN6OsS4 wB97M-V/def2-TZVPD
H -4.6678 -2.0444 3.7854
S -0.7075 1.8561 0.6720
C -2.1387 -1.0638 -3.0841
N -0.4506 -0.5182 2.6425
H 0.0439 5.8373 -0.1650
C -4.9064 -1.5559 2.8403
N 1.4363 1.1905 2.2426
H -0.0844 4.1555 -0.6883
H -4.2718 0.0545 0.6647
C 2.5182 4.7125 -0.2167
S -0.9180 -1.5679 0.1575
H -2.2304 -2.8567 -4.2567
H 1.6940 -2.9089 3.0739
H -2.1985 2.1741 -1.9450
H 3.5141 4.6986 0.2259
C 3.7179 -4.2716 -1.2468
C -2.2235 0.3345 -3.0706
C 2.5681 -3.2819 1.0914
H 2.7634 -2.9689 -3.3402
H 2.4481 3.8954 -0.9365
H 2.3991 5.6546 -0.7512
H 2.5653 5.6106 2.4034
S 2.2277 0.2467 -0.5601
H 1.4338 6.6231 1.5166
C 0.0633 4.8010 0.1739
H 5.1181 -2.2904 -2.4050
H 5.3211 -2.1419 -0.6545
H -4.4466 -3.6818 1.2313
H -3.2738 -0.3944 4.2564
C -3.5330 -3.2100 1.5934
C 3.3547 -2.7894 -1.2854
H 4.1625 -4.5306 -2.2061
H -2.4782 2.0773 -4.3008
H -5.2181 -1.3778 0.2455
B 1.0839 -0.2833 2.5939
N 2.7286 -2.4125 0.0272
H 0.8305 5.4815 2.7224
C 2.2519 -1.2028 0.3968
C -2.4359 -0.5118 3.5986
H 3.3157 1.1333 3.2654
C -2.5387 -1.1076 -5.4542
C -2.1036 1.0991 -1.8084
H -2.6906 -1.6618 -6.3707
C -1.3136 -1.0668 1.7725
H -5.1414 -0.5065 3.0231
C 2.6319 1.7080 2.6667
H 2.1376 -1.5131 -2.5685
H 3.5147 3.6873 2.3138
H -2.8241 0.7973 -1.0463
H 2.8646 -4.3109 1.0530
H -3.2459 -3.6891 2.5306
H -5.8010 -2.0305 2.4413
H 1.4907 -0.4911 3.7048
C -1.1492 -0.1596 3.7742
N 1.5823 3.2307 1.4758
C -4.2230 -1.0260 0.5186
H -0.7637 4.6548 0.8658
C -2.2923 -1.7762 -4.2687
H -2.7940 0.8120 -6.3854
H -3.5493 -1.2453 -0.3050
C -3.7926 -1.7205 1.8097
C 2.3484 -2.5680 -2.4153
C 1.4175 4.5867 0.8367
C 1.5788 5.6316 1.9432
S 0.9428 2.5740 -3.4786
Os -0.2015 0.4416 -1.0891
C -2.6031 0.2841 -5.4602
N 1.7937 -1.2982 1.6584
C 4.6309 -1.9739 -1.4827
C 0.8097 2.1216 1.5022
H -0.6639 0.3077 4.6122
C 1.9922 -2.5899 2.0911
H 2.8403 -4.9038 -1.1059
H -2.7500 -3.3782 0.8572
H 4.4530 -4.4933 -0.4726
C 0.4165 1.6326 -2.3815
C 2.7274 2.9678 2.1975
C -2.4309 0.9952 -4.2891
H 4.4199 -0.9095 -1.5547
H 1.4148 -3.0933 -2.2027
H -1.9719 -1.6057 -2.1609
N -2.5405 -1.0854 2.3441
```